Molecular formula: C4H7NO
Method: DFT, the ωB97M-V functional and the def2-TZVPD basis

```
13
Properties=species:S:1:pos:R:3
C -1.95 0.36 -0.07
C -0.60 -0.05 -0.60
O -0.45 -0.76 -1.59
C 0.59 0.43 0.17
C 1.49 -0.53 0.83
N 1.96 0.02 -0.42
H -1.86 1.00 0.81
H -2.58 -0.47 0.26
H -2.59 0.93 -0.75
H 1.07 1.41 0.09
H 1.17 -1.56 0.78
H 2.04 -0.23 1.72
H 1.70 -0.55 -1.22
```

Properties
lowest unoccupied orbital energy: 0.99 eV
gap between HOMO and LUMO: 11.00 eV
SMILES string: CC(=O)[C@H]1CN1
HOMO level: -10.0 eV
strongest force on any atom: 2.801 eV Å⁻¹